Entry from the Open Molecules 2025 dataset: a structure of composition C4H6N2O at a distorted geometry (ωB97M-V with the def2-TZVPD basis set).

CARTESIAN COORDINATES (ANGSTROEM)
N  1.6546  -1.0093  -1.2950
C  1.1982  -0.1340  -0.5398
O  1.8121  0.8469  0.2658
C  0.4851  1.3894  0.4002
C  -0.1429  0.4385  -0.3079
C  -1.4860  -0.1545  -0.2128
N  -1.1873  -0.7902  1.0888
H  2.6752  -1.0257  -1.2943
H  -0.6208  -0.0812  1.5884
H  0.2960  2.4401  0.4747
H  -1.7634  -0.8745  -0.9962
H  -2.3068  0.5712  -0.1155
H  -0.6140  -1.6167  0.9435

Computed properties:
- Kohn-Sham gap (eV) = 8.91
- relative energy (zero: lowest compared OMol25 entry of this formula, charge and spin) (kcal per mole) = 92.41
- HOMO level (Ha) = -0.314
- charge = 0
- spin multiplicity = 1

Atomic partial charges in e from the natural (NBO) method, atoms 1 to 8: atom 1 (N): -0.636, atom 2 (C): 0.540, atom 3 (O): -0.530, atom 4 (C): 0.057, atom 5 (C): -0.119, atom 6 (C): -0.265, atom 7 (N): -0.794, atom 8 (H): 0.362



Entry from the Open Molecules 2025 dataset: a cluster of 5 separate species, C14H28FN3O10S in total at a distorted geometry (ωB97M-V with the def2-TZVPD basis set).

CARTESIAN COORDINATES (ANGSTROEM)
O  -19.4462  -18.1182  15.3681
C  -19.6262  -18.6455  14.3197
O  -19.8925  -17.9545  13.1852
C  -19.8462  -18.7891  12.0142
C  -19.9372  -20.1678  12.7103
F  -19.1175  -21.0719  12.0961
O  -19.3884  -19.9406  13.9912
H  -20.7145  -18.6833  11.3705
H  -18.8967  -18.6271  11.5097
H  -20.9622  -20.5445  12.6982
O  -27.4902  -21.0206  5.0927
S  -26.0588  -20.9121  4.9690
O  -25.3073  -21.9851  4.3727
O  -25.6684  -19.4611  4.3088
C  -25.5962  -18.4682  5.3255
C  -24.9704  -19.2664  6.4881
O  -25.4631  -20.5878  6.4761
H  -24.9958  -17.6288  4.9871
H  -26.6427  -18.1815  5.4828
H  -25.1655  -18.7851  7.4451
H  -23.8937  -19.2874  6.3000
C  -25.0201  -19.5093  14.3171
N  -25.9799  -18.6121  13.6776
C  -25.7023  -17.8888  12.5873
C  -26.8695  -17.0514  12.0689
O  -24.6131  -17.8506  12.0373
H  -24.0134  -19.1691  14.0754
H  -25.2508  -20.5116  13.9571
H  -25.0603  -19.4249  15.4022
H  -26.8221  -18.5107  14.2133
H  -27.1545  -17.3186  11.0554
H  -26.5488  -16.0106  12.1283
H  -27.7514  -17.1128  12.7092
C  -15.7567  -21.0325  9.1354
N  -16.6754  -20.7328  8.0561
C  -17.6918  -19.8699  8.2488
C  -18.7056  -19.6930  7.1454
O  -17.7121  -19.0782  9.1860
H  -16.2759  -21.1752  10.0861
H  -15.0954  -20.1862  9.3212
H  -15.1966  -21.9626  9.0628
H  -16.4930  -21.0884  7.1362
H  -18.7323  -18.6102  7.0131
H  -19.7316  -19.8906  7.4565
H  -18.4476  -20.2523  6.2473
C  -21.1579  -23.1486  10.9338
N  -22.3864  -22.4215  10.6671
C  -22.3275  -21.2014  10.0944
C  -23.6611  -20.4599  10.0592
O  -21.3100  -20.6811  9.6782
H  -20.4559  -22.8182  10.1660
H  -21.2058  -24.2190  10.7402
H  -20.7161  -22.9028  11.8960
H  -23.2668  -22.7011  11.0601
H  -24.0519  -20.2302  11.0536
H  -24.4290  -21.1006  9.6163
H  -23.6387  -19.5047  9.5448

Computed properties:
- Kohn-Sham gap (eV) = 9.80
- structure (SMILES) = O=C1OC[C@@H](F)O1.O=S1(=O)OCCO1.CNC(C)=O.CNC(C)=O.CNC(C)=O
- HOMO level (Ha) = -0.349
- charge = 0
- spin multiplicity = 1

Atomic partial charges in e from the natural (NBO) method, atoms 1 to 8: atom 1 (O): -0.562, atom 2 (C): 0.970, atom 3 (O): -0.497, atom 4 (C): -0.126, atom 5 (C): 0.451, atom 6 (F): -0.336, atom 7 (O): -0.498, atom 8 (H): 0.219



Entry from the Open Molecules 2025 dataset: a structure of composition C28H38N4O4Sr (ωB97M-V with the def2-TZVPD basis set).

CARTESIAN COORDINATES (ANGSTROEM)
Sr  -0.5289  -0.5733  1.4096
C  5.2245  -3.7212  -2.3266
C  4.3306  -2.8328  -1.5181
C  4.6127  -1.5194  -1.2796
C  3.7679  -0.6468  -0.5169
C  4.2763  0.6709  -0.4258
N  3.8350  1.8274  0.0165
C  2.5399  2.2486  0.5686
C  1.7214  3.0692  -0.4122
C  1.2979  2.2972  -1.6535
N  0.3862  3.1132  -2.4622
C  -0.9231  3.1760  -2.5540
C  -2.0213  2.4866  -1.9889
C  -3.2712  2.8568  -2.5800
C  -4.4636  2.2772  -2.2547
C  -5.7605  2.6727  -2.8909
C  -4.4252  1.2530  -1.2818
C  -3.2616  0.8644  -0.6786
C  -3.1522  -0.1958  0.3530
N  -2.7534  -1.3891  0.1946
C  -2.6253  -1.9255  -1.1653
C  -1.1858  -1.9553  -1.6916
C  -0.3382  -3.1750  -1.3500
N  -0.0753  -3.2875  0.0813
C  1.0914  -3.0556  0.5204
C  2.3028  -2.5696  -0.1999
C  3.1416  -3.3471  -0.9496
C  2.5806  -1.1907  0.0610
O  1.7478  -0.5736  0.8234
C  -2.0007  1.4871  -0.9638
O  -0.9638  1.1204  -0.3053
H  6.1401  -3.2059  -2.6108
H  4.7283  -4.0519  -3.2400
H  5.5039  -4.6123  -1.7640
H  5.5223  -1.0988  -1.6921
H  5.2781  0.7683  -0.8338
H  4.5095  2.5762  -0.0744
H  2.7666  2.8479  1.4515
H  2.0274  1.3435  0.8738
H  2.2646  3.9750  -0.6984
H  0.8248  3.3972  0.1175
H  0.8009  1.3684  -1.4003
H  2.1483  2.0822  -2.3031
H  0.8578  3.7806  -3.0570
H  -1.2221  3.9292  -3.2764
H  -3.2596  3.6342  -3.3346
H  -5.6156  3.4729  -3.6143
H  -6.4777  3.0232  -2.1478
H  -6.2137  1.8289  -3.4126
H  -5.3501  0.7571  -1.0067
H  -3.2395  0.1293  1.3977
H  -3.2459  -1.3465  -1.8521
H  -3.0214  -2.9412  -1.1242
H  -0.6610  -1.0281  -1.4279
H  -1.2526  -1.9194  -2.7825
H  0.5855  -3.1396  -1.9349
H  -0.8784  -4.0781  -1.6415
H  1.2105  -3.1381  1.6067
H  2.8950  -4.3939  -1.0933
C  -3.1480  -1.4807  3.8286
O  -1.7596  -1.1818  3.6129
C  -1.0963  -0.6689  4.7782
C  -0.6406  0.7450  4.5156
O  0.3440  0.7523  3.4702
C  1.6816  0.6634  3.9776
H  -3.2498  -2.2016  4.6391
H  -3.5180  -1.9175  2.9039
H  -3.7001  -0.5689  4.0667
H  -0.2433  -1.3206  4.9863
H  -1.7638  -0.7187  5.6399
H  -0.2252  1.1973  5.4193
H  -1.4716  1.3665  4.1748
H  1.9419  1.5908  4.4899
H  2.3339  0.4966  3.1245
H  1.7826  -0.1759  4.6685

Computed properties:
- Kohn-Sham gap (eV) = 7.53
- relative energy (zero: lowest compared OMol25 entry of this formula, charge and spin) (kcal per mole) = 23.73
- HOMO level (Ha) = -0.482
- charge = +2
- spin multiplicity = 1

Atomic partial charges in e from the Mulliken method, atoms 1 to 8: atom 1 (Sr): 1.960, atom 2 (C): -1.656, atom 3 (C): 0.049, atom 4 (C): -1.051, atom 5 (C): 0.955, atom 6 (C): -0.368, atom 7 (N): -0.059, atom 8 (C): 0.489



Entry from the Open Molecules 2025 dataset: a structure of composition C39H73FeN10PS (ωB97M-V with the def2-TZVPD basis set).

CARTESIAN COORDINATES (ANGSTROEM)
Fe  1.5772  1.0950  -1.1961
N  1.0086  1.9190  0.4882
P  -0.0240  2.0606  1.5700
N  -1.3986  1.0852  1.4639
C  -1.6882  0.2654  0.2831
C  -2.2636  -1.0736  0.7262
C  -3.6391  -0.8577  1.3925
C  -3.7271  0.5477  2.0146
C  -2.3715  0.9985  2.5467
N  -0.7954  3.5636  1.7720
C  0.1589  4.6829  1.9655
C  0.5474  5.3226  0.6361
C  -0.6825  5.9886  -0.0040
C  -1.9805  5.3025  0.4542
C  -1.7866  3.8124  0.6940
N  0.6237  1.9015  3.1285
C  1.9313  1.2549  3.2729
C  1.9295  0.3469  4.4963
C  1.7360  1.1791  5.7817
C  0.9711  2.4786  5.4757
C  -0.0557  2.2468  4.3751
H  -0.7922  0.1630  -0.3161
H  -2.4194  0.7544  -0.3755
H  -1.5733  -1.5318  1.4440
H  -2.3405  -1.7442  -0.1351
H  -3.8134  -1.6144  2.1634
H  -4.4315  -0.9743  0.6475
H  -4.4566  0.5663  2.8281
H  -4.0665  1.2661  1.2637
H  -2.0494  0.2805  3.3197
H  -2.4626  1.9721  3.0360
H  1.0437  4.2853  2.4630
H  -0.2802  5.4324  2.6350
H  0.9315  4.5223  -0.0006
H  1.3530  6.0467  0.7785
H  -0.6027  5.9411  -1.0923
H  -0.7227  7.0482  0.2658
H  -2.7640  5.4337  -0.2949
H  -2.3444  5.7634  1.3779
H  -1.4777  3.3366  -0.2469
H  -2.7407  3.3627  0.9806
H  2.7327  1.9991  3.3846
H  2.1460  0.7134  2.3598
H  2.8673  -0.2156  4.5427
H  1.1163  -0.3787  4.3848
H  2.7092  1.4206  6.2172
H  1.1889  0.5977  6.5288
H  1.6656  3.2574  5.1504
H  0.4692  2.8469  6.3732
H  -0.6650  3.1361  4.2141
H  -0.7358  1.4496  4.7129
N  3.8963  -2.9567  2.8118
C  3.3517  -2.2778  1.7330
C  1.9717  -2.1707  1.5753
C  1.4827  -1.4709  0.4912
N  2.2476  -0.8930  -0.4257
C  3.5679  -1.0401  -0.3065
C  4.1572  -1.7214  0.7475
H  3.2921  -3.0054  3.6171
H  4.8251  -2.6572  3.0619
H  1.2889  -2.6004  2.3006
H  0.4139  -1.3601  0.3439
H  4.1712  -0.5720  -1.0795
H  5.2370  -1.8051  0.7988
C  4.1970  3.0490  -0.1837
C  4.4808  2.1724  -1.3740
C  5.6735  1.9592  -2.0412
C  5.3860  1.0439  -3.0985
C  4.0334  0.7556  -3.0182
C  3.2196  -0.1739  -3.8788
N  3.4848  1.4414  -1.9631
H  4.1924  4.1124  -0.4479
H  4.9480  2.9134  0.6004
H  3.2177  2.8184  0.2419
H  6.6313  2.4050  -1.8024
H  6.0797  0.6489  -3.8317
H  3.2689  0.1102  -4.9346
H  2.1699  -0.1479  -3.5851
H  3.5708  -1.2104  -3.8058
C  -1.8161  1.8250  -3.3486
C  -0.3037  2.0405  -3.5121
C  -0.0024  3.5454  -3.3867
C  0.1068  1.5722  -4.9206
N  0.4200  1.3254  -2.5122
H  -2.3835  2.3744  -4.1124
H  -2.1337  2.1700  -2.3601
H  -2.0488  0.7569  -3.4326
H  -0.5377  4.1345  -4.1442
H  1.0728  3.7089  -3.4976
H  -0.2948  3.8900  -2.3893
H  -0.4482  2.1050  -5.7064
H  -0.0834  0.4976  -5.0176
H  1.1780  1.7433  -5.0628
C  -0.5961  -4.8069  1.9902
C  -0.7247  -6.2108  1.3992
C  -1.2673  -6.2459  -0.0303
C  -0.3270  -5.6247  -1.0686
N  -0.4488  -4.1735  -1.2228
C  -0.8161  -3.5135  -2.3526
S  -0.2954  -1.9623  -2.6301
N  -1.6221  -4.1876  -3.2448
C  -2.8502  -4.8784  -2.8132
C  -3.8346  -4.0295  -2.0080
C  -4.6085  -2.9806  -2.8227
C  -3.9688  -1.5921  -2.8312
H  -0.3124  -4.8502  3.0442
H  -1.5400  -4.2614  1.9156
H  0.1651  -4.2141  1.4758
H  -1.3883  -6.8043  2.0329
H  0.2522  -6.7058  1.4221
H  -2.2224  -5.7131  -0.0661
H  -1.4643  -7.2869  -0.3066
H  -0.4754  -6.0726  -2.0470
H  0.7046  -5.8409  -0.7802
H  0.1828  -3.6070  -0.6788
H  -1.7735  -3.5799  -4.0366
H  -2.5920  -5.7611  -2.2390
H  -3.3319  -5.2342  -3.7250
H  -3.2879  -3.5306  -1.1986
H  -4.5373  -4.7223  -1.5351
H  -5.6174  -2.8973  -2.4128
H  -4.7259  -3.3414  -3.8509
H  -3.9147  -1.1880  -1.8156
H  -4.5532  -0.8943  -3.4356
H  -2.9468  -1.6020  -3.2188

Computed properties:
- Kohn-Sham gap (spin up / spin down) (eV) = 5.42 / 5.46
- relative energy (zero: lowest compared OMol25 entry of this formula, charge and spin) (kcal per mole) = 0.00
- HOMO level (spin up / spin down) (Ha) = -0.119 / -0.120
- ⟨S²⟩ = 8.781
- charge = -1
- spin multiplicity = 6

Atomic partial charges in e from the Mulliken method, atoms 1 to 8: atom 1 (Fe): 0.188, atom 2 (N): 0.741, atom 3 (P): -2.135, atom 4 (N): 1.423, atom 5 (C): 0.444, atom 6 (C): 0.946, atom 7 (C): -0.616, atom 8 (C): -1.290